(1)
{
  "formula": "C3H9S",
  "method": "ωB97M-V with the def2-TZVPD basis set",
  "charge": -1,
  "gap_ev": 5.89,
  "de_lowest_kj_mol": 88.0,
  "energy_ha": -517.880436,
  "lumo_energy_ev": 3.8704,
  "symbols": ["C", "C", "H", "H", "H", "H", "H", "H", "C", "S", "H", "H", "H"],
  "coordinates": [[-1.563, 0.143, 0.987], [-2.855, -0.424, 0.390], [-0.907, 0.543, 0.193], [-1.730, 1.055, 1.554], [-0.900, -0.641, 1.333], [-3.751, 0.165, 0.595], [-3.117, -1.353, 0.910], [-2.798, -0.582, -0.684], [3.654, 0.182, -1.106], [1.937, 0.871, -1.045], [4.308, 0.766, -0.446], [4.111, 0.057, -2.088], [3.611, -0.782, -0.593]]
}

***

(2)
{
  "formula": "C5H10O",
  "method": "ωB97M-V with the def2-TZVPD basis set",
  "gap_ev": 10.71,
  "de_lowest_kj_mol": 43.7,
  "energy_ha": -271.735985,
  "smiles": "CC[C@@H](C)C=O",
  "lumo_energy_ev": 1.0159,
  "symbols": ["C", "C", "C", "C", "C", "O", "H", "H", "H", "H", "H", "H", "H", "H", "H", "H"],
  "coordinates": [[1.962, 0.003, -0.197], [0.692, -0.705, 0.287], [-0.647, -0.180, -0.306], [-1.802, -0.327, 0.684], [-0.495, 1.264, -0.741], [-0.877, 2.212, -0.096], [1.969, 1.054, 0.114], [2.852, -0.472, 0.230], [2.064, -0.030, -1.288], [0.770, -1.776, 0.068], [0.646, -0.615, 1.379], [-0.863, -0.758, -1.219], [-1.599, 0.251, 1.592], [-2.734, 0.051, 0.255], [-1.951, -1.376, 0.960], [0.012, 1.404, -1.722]]
}

***

(3)
{
  "formula": "C2H3N3O2",
  "method": "ωB97M-V with the def2-TZVPD basis set",
  "gap_ev": 10.55,
  "de_lowest_kj_mol": 504.8,
  "energy_ha": -392.601274,
  "smiles": "[H]/N=c1\\[nH]oc(=O)[nH]1",
  "lumo_energy_ev": -0.2318,
  "symbols": ["H", "N", "C", "N", "O", "C", "O", "N", "H", "H"],
  "coordinates": [[1.422, -1.344, 1.961], [0.514, -0.717, 1.872], [0.119, -0.389, 0.541], [0.339, -0.948, -0.806], [0.515, 0.393, -1.561], [-0.794, 0.969, -1.024], [-1.161, 2.129, -1.455], [-1.110, 0.346, 0.157], [1.431, -1.398, -0.661], [-1.274, 0.959, 0.976]]
}

***

(4)
{
  "formula": "C36H84N12O12",
  "method": "ωB97M-V with the def2-TZVPD basis set",
  "gap_ev": 8.68,
  "de_lowest_kj_mol": 802.1,
  "energy_ha": -2982.011197,
  "smiles": "CN(C)C=O.CN(C)C=O.CN(C)C=O.CN(C)C=O.CN(C)C=O.CN(C)C=O.CN(C)C=O.CN(C)C=O.CN(C)C=O.CN(C)C=O.CN(C)C=O.CN(C)C=O",
  "lumo_energy_ev": 0.0399,
  "symbols": ["C", "N", "C", "C", "O", "H", "H", "H", "H", "H", "H", "H", "C", "N", "C", "C", "O", "H", "H", "H", "H", "H", "H", "H", "C", "N", "C", "C", "O", "H", "H", "H", "H", "H", "H", "H", "C", "N", "C", "C", "O", "H", "H", "H", "H", "H", "H", "H", "C", "N", "C", "C", "O", "H", "H", "H", "H", "H", "H", "H", "C", "N", "C", "C", "O", "H", "H", "H", "H", "H", "H", "H", "C", "N", "C", "C", "O", "H", "H", "H", "H", "H", "H", "H", "C", "N", "C", "C", "O", "H", "H", "H", "H", "H", "H", "H", "C", "N", "C", "C", "O", "H", "H", "H", "H", "H", "H", "H", "C", "N", "C", "C", "O", "H", "H", "H", "H", "H", "H", "H", "C", "N", "C", "C", "O", "H", "H", "H", "H", "H", "H", "H", "C", "N", "C", "C", "O", "H", "H", "H", "H", "H", "H", "H"],
  "coordinates": [[-0.532, -6.167, -4.379], [0.134, -5.890, -3.133], [1.150, -6.841, -2.737], [-0.088, -4.732, -2.464], [0.505, -4.367, -1.470], [-1.003, -5.294, -4.851], [-1.473, -6.702, -4.177], [0.085, -6.622, -5.147], [2.005, -6.807, -3.418], [1.568, -6.636, -1.757], [0.705, -7.836, -2.738], [-0.929, -4.161, -2.888], [6.147, -4.224, -0.105], [4.741, -4.433, -0.366], [4.264, -5.799, -0.459], [3.868, -3.412, -0.362], [4.170, -2.227, -0.375], [6.424, -4.647, 0.868], [6.341, -3.160, -0.009], [6.792, -4.702, -0.841], [4.460, -6.240, -1.441], [4.851, -6.410, 0.232], [3.213, -5.898, -0.203], [2.816, -3.747, -0.372], [0.408, 0.567, -1.809], [0.151, -0.049, -0.525], [0.954, -1.236, -0.242], [-0.859, 0.335, 0.280], [-1.167, -0.285, 1.281], [-0.086, 1.516, -2.008], [0.171, -0.080, -2.654], [1.471, 0.822, -1.839], [1.093, -1.787, -1.171], [1.865, -1.012, 0.303], [0.335, -1.931, 0.328], [-1.264, 1.312, -0.021], [-0.949, -1.288, 5.677], [0.050, -0.261, 5.545], [0.714, 0.236, 6.735], [0.612, 0.071, 4.351], [1.439, 0.954, 4.235], [-1.578, -1.380, 4.794], [-1.607, -1.055, 6.516], [-0.449, -2.245, 5.876], [1.777, 0.427, 6.618], [0.294, 1.220, 6.986], [0.492, -0.411, 7.583], [0.272, -0.625, 3.566], [-5.128, 4.081, 1.465], [-5.414, 3.414, 0.216], [-6.586, 3.884, -0.495], [-4.677, 2.350, -0.145], [-5.008, 1.499, -0.946], [-6.023, 4.203, 2.087], [-4.868, 5.140, 1.343], [-4.382, 3.543, 2.053], [-6.419, 4.927, -0.774], [-6.830, 3.318, -1.388], [-7.448, 3.842, 0.175], [-3.748, 2.373, 0.441], [3.363, -0.123, -4.766], [4.781, -0.218, -4.473], [5.402, -1.519, -4.233], [5.505, 0.915, -4.312], [6.693, 0.969, -4.098], [3.096, -0.898, -5.489], [3.159, 0.786, -5.327], [2.765, -0.199, -3.859], [4.980, -1.906, -3.301], [5.127, -2.170, -5.064], [6.473, -1.382, -4.138], [4.839, 1.790, -4.376], [3.631, -2.106, 2.917], [3.759, -2.819, 4.174], [4.587, -2.138, 5.168], [2.873, -3.748, 4.581], [2.750, -4.165, 5.718], [4.524, -2.192, 2.302], [3.322, -1.082, 3.119], [2.801, -2.493, 2.319], [4.393, -1.073, 5.320], [4.454, -2.656, 6.112], [5.604, -2.154, 4.767], [2.213, -4.093, 3.766], [2.770, 2.266, 1.379], [2.450, 3.633, 1.055], [1.383, 3.868, 0.115], [3.033, 4.660, 1.711], [2.882, 5.837, 1.461], [2.013, 1.861, 2.060], [3.741, 2.163, 1.848], [2.751, 1.561, 0.547], [1.333, 4.954, 0.020], [1.636, 3.507, -0.885], [0.420, 3.489, 0.459], [3.685, 4.267, 2.510], [-5.846, -2.694, 2.775], [-4.865, -1.979, 1.977], [-3.695, -1.430, 2.636], [-5.004, -1.867, 0.637], [-5.924, -2.348, 0.002], [-6.626, -3.044, 2.105], [-6.247, -2.023, 3.536], [-5.393, -3.557, 3.268], [-2.755, -1.910, 2.361], [-3.621, -0.365, 2.438], [-3.706, -1.534, 3.721], [-4.186, -1.326, 0.138], [-0.998, 2.056, -7.974], [-0.619, 1.498, -6.690], [-1.025, 0.182, -6.278], [0.220, 2.186, -5.890], [0.760, 1.789, -4.881], [-1.731, 1.426, -8.473], [-0.128, 1.984, -8.635], [-1.345, 3.085, -7.939], [-2.089, 0.146, -6.042], [-0.762, -0.585, -7.020], [-0.459, -0.229, -5.443], [0.401, 3.215, -6.240], [-1.124, 6.106, -1.074], [-1.383, 5.096, -2.078], [-1.321, 5.504, -3.470], [-1.779, 3.856, -1.755], [-1.891, 3.475, -0.593], [-0.118, 6.497, -1.192], [-1.356, 5.713, -0.086], [-1.865, 6.914, -1.086], [-1.978, 6.361, -3.680], [-0.330, 5.923, -3.655], [-1.747, 4.728, -4.100], [-2.076, 3.200, -2.580], [-4.384, 1.155, 4.539], [-3.821, 2.420, 4.168], [-2.653, 2.447, 3.321], [-4.185, 3.559, 4.816], [-3.679, 4.649, 4.661], [-4.924, 0.605, 3.769], [-5.115, 1.260, 5.347], [-3.716, 0.393, 4.954], [-2.308, 3.430, 3.016], [-1.827, 1.931, 3.824], [-2.763, 1.886, 2.387], [-5.032, 3.390, 5.507]]
}

***

(5)
{
  "formula": "C4H7N2",
  "method": "ωB97M-V with the def2-TZVPD basis set",
  "charge": 1,
  "gap_ev": 8.68,
  "de_lowest_kj_mol": 501.6,
  "energy_ha": -265.717411,
  "smiles": "C/[NH+]=C/C1=NC1",
  "lumo_energy_ev": -5.6848,
  "symbols": ["C", "N", "C", "C", "N", "C", "H", "H", "H", "H", "H", "H", "H"],
  "coordinates": [[1.967, 0.413, -0.024], [0.551, 0.535, 0.250], [-0.467, 0.096, -0.471], [-1.728, 0.313, -0.117], [-2.839, 0.893, 0.063], [-3.054, -0.521, 0.085], [2.433, 0.350, 0.925], [1.972, -0.460, -0.581], [2.251, 1.324, -0.447], [0.348, 1.163, 1.167], [-0.200, -0.188, -1.488], [-3.787, -0.858, -0.686], [-2.846, -1.063, 1.024]]
}

***

(6)
{
  "formula": "C7H40N14O13",
  "method": "ωB97M-V with the def2-TZVPD basis set",
  "gap_ev": 9.50,
  "de_lowest_kj_mol": 618.9,
  "energy_ha": -2035.522809,
  "lumo_energy_ev": 0.0271,
  "symbols": ["O", "H", "H", "O", "H", "H", "O", "H", "H", "O", "H", "H", "O", "H", "H", "O", "H", "H", "C", "O", "N", "N", "H", "H", "H", "H", "C", "O", "N", "N", "H", "H", "H", "H", "C", "O", "N", "N", "H", "H", "H", "H", "C", "O", "N", "N", "H", "H", "H", "H", "C", "O", "N", "N", "H", "H", "H", "H", "C", "O", "N", "N", "H", "H", "H", "H", "C", "O", "N", "N", "H", "H", "H", "H"],
  "coordinates": [[0.891, 4.403, 1.018], [1.463, 5.170, 1.042], [1.093, 3.928, 1.824], [-2.379, -4.700, 1.901], [-1.442, -4.830, 2.047], [-2.718, -4.420, 2.752], [4.807, -4.049, -1.076], [5.499, -3.714, -0.506], [4.552, -3.297, -1.611], [3.451, -1.849, 3.383], [4.095, -1.275, 3.798], [2.857, -1.253, 2.926], [4.759, -0.308, -0.176], [4.715, 0.296, -0.917], [5.320, 0.134, 0.462], [-1.476, 1.283, 7.431], [-2.274, 1.129, 6.925], [-1.029, 0.437, 7.438], [3.670, 1.298, -5.132], [3.373, 1.321, -3.990], [2.870, 1.226, -6.189], [4.954, 1.450, -5.415], [3.336, 1.034, -7.064], [1.879, 1.144, -6.013], [5.608, 1.668, -4.677], [5.145, 1.487, -6.406], [-2.813, 2.489, -1.654], [-3.904, 2.097, -2.058], [-1.681, 1.991, -2.032], [-2.522, 3.479, -0.870], [-0.905, 2.184, -1.415], [-1.685, 1.180, -2.634], [-1.552, 3.622, -0.628], [-3.239, 4.189, -0.876], [0.223, -0.308, 1.229], [0.992, 0.507, 1.791], [0.586, -0.995, 0.205], [-0.979, -0.504, 1.629], [1.535, -1.077, -0.129], [-0.131, -1.504, -0.293], [-1.207, 0.133, 2.379], [-1.426, -1.360, 1.336], [-6.439, -2.284, -1.738], [-7.081, -3.291, -1.904], [-6.824, -1.084, -1.918], [-5.219, -2.244, -1.306], [-6.069, -0.414, -1.869], [-7.723, -0.883, -2.333], [-4.820, -1.317, -1.281], [-4.688, -3.082, -1.112], [-0.204, -3.465, -4.718], [-0.744, -2.972, -3.814], [0.344, -2.707, -5.605], [-0.390, -4.658, -5.092], [0.892, -3.201, -6.294], [0.304, -1.707, -5.474], [-0.916, -5.233, -4.449], [0.227, -5.022, -5.803], [5.993, 2.066, 4.136], [6.466, 1.491, 3.198], [4.686, 2.166, 4.429], [6.648, 2.732, 5.049], [4.037, 1.919, 3.696], [4.474, 2.675, 5.275], [7.657, 2.742, 4.997], [6.188, 3.330, 5.720], [-5.078, 1.295, 4.009], [-4.770, 1.261, 5.260], [-5.421, 0.245, 3.318], [-4.923, 2.401, 3.373], [-5.355, -0.648, 3.786], [-5.562, 0.295, 2.320], [-5.409, 2.554, 2.501], [-4.590, 3.203, 3.889]]
}

***

(7)
{
  "formula": "C3H4O3",
  "method": "ωB97M-V with the def2-TZVPD basis set",
  "gap_ev": 9.21,
  "de_lowest_kj_mol": 341.9,
  "energy_ha": -342.325707,
  "lumo_energy_ev": 0.0964,
  "symbols": ["C", "C", "C", "O", "O", "O", "H", "H", "H", "H"],
  "coordinates": [[-1.027, 0.279, 0.279], [0.775, 0.164, -0.197], [0.189, -0.891, -1.157], [1.364, -0.453, 0.890], [1.204, 1.195, -0.717], [-0.501, -1.625, -1.701], [1.915, 0.209, 1.331], [-1.640, 0.696, -0.515], [-0.833, 1.034, 1.037], [-1.447, -0.609, 0.749]]
}

***

(8)
{
  "formula": "C5H12N2O3",
  "method": "ωB97M-V with the def2-TZVPD basis set",
  "gap_ev": 9.30,
  "de_lowest_kj_mol": 302.9,
  "energy_ha": -532.878631,
  "smiles": "[H]/N=C\\N(C)O.COC(C)=O",
  "lumo_energy_ev": 0.7419,
  "symbols": ["H", "N", "C", "N", "C", "O", "H", "H", "H", "H", "H", "C", "O", "C", "C", "O", "H", "H", "H", "H", "H", "H"],
  "coordinates": [[-3.122, 0.292, -2.110], [-2.522, -0.525, -2.182], [-1.858, -0.812, -1.149], [-1.836, -0.188, 0.090], [-2.644, 0.951, 0.445], [-1.425, -0.936, 1.205], [-1.337, -1.764, -1.125], [-2.857, 1.544, -0.443], [-3.581, 0.648, 0.921], [-2.084, 1.570, 1.147], [-0.611, -0.481, 1.522], [2.914, 1.561, -0.440], [2.613, 0.174, -0.441], [1.612, -0.252, 0.404], [1.687, -1.741, 0.577], [0.953, 0.527, 1.055], [3.129, 1.936, 0.565], [2.076, 2.128, -0.852], [3.789, 1.708, -1.070], [2.013, -1.982, 1.587], [0.704, -2.176, 0.417], [2.387, -2.185, -0.123]]
}